Entry 1:
Density functional theory data (ωB97M-V/def2-TZVPD) for a cluster of 5 separate species, C20H40NO4 in total.

Results
Electronic energy (a.u.): -1141.530818
Charge: +1
Highest occupied orbital energy (eV): -11.586
Lowest unoccupied orbital energy (Eh): -0.130

Each line ends with the natural charge from an NBO analysis.
Atoms and positions in Å:
C  -2.0240  -1.8586  0.5085  -0.626
C  -2.1219  -0.6389  1.4319  -0.406
C  -0.9338  -0.4647  2.3736  -0.194
C  -0.8344  -1.6143  3.3922  -0.612
C  0.4331  -0.2984  1.6173  -0.290
C  1.0999  0.8338  2.3012  0.315
N  0.9130  1.9369  1.6822  -0.425
C  0.1472  1.7650  0.4219  -0.250
C  0.4023  0.2751  0.1956  -0.418
H  -2.4783  -2.7257  0.9809  0.215
H  -2.5712  -1.6797  -0.4116  0.235
H  -1.0029  -2.1329  0.2574  0.203
H  -2.3253  0.2763  0.8772  0.212
H  -2.9901  -0.7826  2.0736  0.223
H  -1.1035  0.4521  2.9448  0.197
H  -0.1851  -2.4114  3.0501  0.219
H  -0.4483  -1.2423  4.3384  0.218
H  -1.8217  -2.0149  3.5951  0.231
H  1.0216  -1.2020  1.7364  0.254
H  1.6433  0.7753  3.2339  0.243
H  1.2372  2.8323  2.0200  0.438
H  0.6174  2.3664  -0.3493  0.227
H  -0.8938  2.0520  0.5303  0.271
H  1.4230  0.2012  -0.1829  0.216
H  -0.2168  -0.2325  -0.5340  0.283
C  1.0622  -0.8219  -4.6588  -0.727
C  0.9957  -1.2698  -3.2259  0.607
O  -0.0482  -1.5406  -2.6736  -0.570
C  2.3036  -1.3483  -2.4741  -0.724
H  0.0648  -0.8091  -5.0909  0.236
H  1.5077  0.1711  -4.7227  0.247
H  1.6964  -1.5024  -5.2284  0.243
H  2.7611  -0.3578  -2.4206  0.230
H  3.0139  -2.0102  -2.9693  0.246
H  2.1031  -1.7198  -1.4706  0.215
C  3.0725  3.2221  -6.8764  -0.723
C  3.3050  2.5820  -5.5317  0.602
O  3.5623  1.4059  -5.4219  -0.554
C  3.2035  3.4862  -4.3246  -0.722
H  3.1735  2.4763  -7.6599  0.242
H  2.0735  3.6595  -6.9156  0.233
H  3.7961  4.0221  -7.0404  0.237
H  2.2088  3.9330  -4.2757  0.229
H  3.9315  4.2947  -4.4009  0.238
H  3.3952  2.9120  -3.4208  0.222
C  0.8279  -6.6880  4.2872  -0.723
C  -0.0500  -5.5051  3.9658  0.602
O  -0.0759  -4.5221  4.6703  -0.557
C  -0.9019  -5.6127  2.7224  -0.723
H  1.3863  -6.4945  5.1989  0.239
H  0.2167  -7.5821  4.4178  0.237
H  1.5220  -6.8739  3.4659  0.231
H  -1.5702  -6.4711  2.8009  0.240
H  -0.2697  -5.7608  1.8452  0.231
H  -1.4921  -4.7076  2.5986  0.225
C  -2.3035  4.5515  2.3929  -0.716
C  -3.1738  4.0631  1.2599  0.615
O  -2.7847  3.2325  0.4672  -0.575
C  -4.5511  4.6588  1.1631  -0.724
H  -1.3373  4.0510  2.3623  0.200
H  -2.1555  5.6290  2.3138  0.244
H  -2.7859  4.3485  3.3498  0.243
H  -4.4825  5.7410  1.0431  0.241
H  -5.1094  4.4578  2.0787  0.240
H  -5.0783  4.2319  0.3147  0.245

=====

Entry 2:
Density functional theory data (ωB97M-V/def2-TZVPD) for a cluster of 5 separate species, C20H40O5 in total.

Results
ΔE to the lowest compared entry with this formula, charge and spin (kcal per mole): 76.1
Electronic energy (a.u.): -1162.146927
Charge: 0
Highest occupied orbital energy (eV): -9.094
Lowest unoccupied orbital energy (Eh): 0.025

Each line ends with the natural charge from an NBO analysis.
Atoms and positions in Å:
C  -10.6520  -20.5704  -28.0173  -0.427
C  -9.5732  -21.5261  -28.5140  -0.432
C  -10.1298  -21.9259  -29.8925  -0.062
O  -11.0459  -20.8965  -30.2759  -0.534
C  -11.0174  -19.8696  -29.3158  -0.063
H  -10.3833  -19.8826  -27.2120  0.209
H  -11.5268  -21.1096  -27.6366  0.196
H  -9.3849  -22.3266  -27.8048  0.216
H  -8.6625  -20.9499  -28.6950  0.199
H  -10.6729  -22.8735  -29.8586  0.173
H  -9.3247  -22.0284  -30.6172  0.188
H  -11.9891  -19.3728  -29.2952  0.183
H  -10.2730  -19.0872  -29.5333  0.149
C  -6.8658  -26.0639  -29.2324  -0.434
C  -7.0989  -26.2092  -30.7428  -0.441
C  -7.8109  -24.8906  -31.1071  -0.074
O  -7.9247  -24.1154  -29.9150  -0.538
C  -7.8695  -25.0090  -28.8106  -0.073
H  -5.8406  -25.7247  -29.0672  0.210
H  -6.9130  -27.0199  -28.7072  0.216
H  -7.7325  -27.0636  -30.9726  0.204
H  -6.1862  -26.2739  -31.3330  0.213
H  -8.8165  -25.0427  -31.5209  0.181
H  -7.2929  -24.2919  -31.8594  0.181
H  -8.8780  -25.3777  -28.5958  0.164
H  -7.4840  -24.4636  -27.9479  0.190
C  -2.0533  -26.0229  -24.7887  -0.430
C  -3.5763  -25.9605  -24.7365  -0.434
C  -3.9959  -26.8084  -25.9515  -0.069
O  -2.8748  -26.8287  -26.8390  -0.534
C  -1.8271  -26.0453  -26.3023  -0.063
H  -1.6970  -26.9392  -24.3166  0.203
H  -1.5795  -25.1671  -24.3105  0.216
H  -3.9672  -24.9423  -24.7991  0.202
H  -3.9824  -26.3465  -23.7991  0.215
H  -4.8912  -26.4039  -26.4225  0.177
H  -4.1572  -27.8390  -25.6268  0.172
H  -1.8844  -25.0130  -26.6718  0.156
H  -0.8766  -26.4878  -26.5940  0.189
C  -8.0750  -28.1864  -33.5309  -0.441
C  -8.6282  -28.6805  -34.8729  -0.434
C  -8.0648  -30.0955  -35.0018  -0.068
O  -6.8901  -30.1421  -34.2076  -0.529
C  -6.9980  -29.2073  -33.1396  -0.070
H  -8.8923  -28.2181  -32.8080  0.206
H  -7.7032  -27.1639  -33.5577  0.215
H  -8.3264  -28.0811  -35.7334  0.207
H  -9.7191  -28.6514  -34.8850  0.211
H  -7.7682  -30.3219  -36.0266  0.188
H  -8.7671  -30.8740  -34.6786  0.161
H  -6.0358  -28.7443  -32.9348  0.188
H  -7.3257  -29.7945  -32.2745  0.165
C  -10.9710  -25.0109  -34.9232  -0.432
C  -11.9862  -25.6633  -33.9839  -0.430
C  -12.0174  -24.6953  -32.7921  -0.061
O  -10.7635  -24.0379  -32.7714  -0.533
C  -10.0553  -24.2194  -33.9749  -0.062
H  -11.4729  -24.3246  -35.6129  0.202
H  -10.4817  -25.7479  -35.5593  0.215
H  -11.5631  -26.6065  -33.6259  0.196
H  -12.9628  -25.8424  -34.4232  0.219
H  -12.1133  -25.2415  -31.8515  0.179
H  -12.8315  -23.9680  -32.8621  0.170
H  -9.1328  -24.7827  -33.7901  0.159
H  -9.7798  -23.2656  -34.4273  0.182

=====

Entry 3:
Density functional theory data (ωB97M-V/def2-TZVPD) for a cluster of 10 separate species, C20H41BClO41PS9 in total.

Results
ΔE to the lowest compared entry with this formula, charge and spin (kcal per mole): 84.1
Electronic energy (a.u.): -8281.404106
Charge: 0
Highest occupied orbital energy (eV): -9.338
Lowest unoccupied orbital energy (Eh): 0.010

Each line ends with the Löwdin charge.
Atoms and positions in Å:
C  -4.9968  -2.8286  -3.3821  0.010
B  -3.4394  -3.2005  -3.4356  -0.480
O  -2.8375  -3.3355  -4.7218  0.048
O  -2.6372  -3.3552  -2.2332  0.153
C  -1.5632  -2.4743  -2.4037  -0.641
O  -0.5584  -2.8679  -2.8633  0.174
O  -1.8314  -1.1784  -2.0400  -0.205
P  -0.9858  -0.7057  -0.6309  0.701
O  -0.9875  0.9813  -0.7778  -0.346
Cl  -2.1683  -0.9952  1.1002  0.187
H  -5.1731  -1.7727  -3.6961  0.086
H  -5.3351  -3.0147  -2.3442  0.058
H  -5.5145  -3.4978  -4.1179  0.084
H  -3.0886  -4.2404  -4.9766  0.121
H  -1.0199  1.1320  -1.7436  0.075
O  1.0264  1.0002  -0.3359  -0.315
S  1.8299  2.1247  0.0028  0.644
O  1.5248  2.9765  1.0976  -0.209
O  2.0155  3.0254  -1.3231  -0.178
C  3.4109  3.1651  -1.6200  -0.166
C  4.0617  1.9114  -1.0736  -0.167
O  3.3678  1.6415  0.1462  -0.184
H  3.7789  4.0550  -1.1085  0.096
H  3.5629  3.2745  -2.6927  0.138
H  5.1263  2.0418  -0.8898  0.138
H  3.9106  1.0612  -1.7448  0.132
O  -0.9247  -6.2083  2.0040  -0.215
S  0.3587  -6.2622  1.3978  0.624
O  1.5181  -6.6906  2.1044  -0.238
O  0.6617  -4.8311  0.7276  -0.182
C  0.9078  -4.9959  -0.6740  -0.155
C  0.1146  -6.2217  -1.0734  -0.155
O  0.2482  -7.1189  0.0366  -0.187
H  1.9799  -5.1545  -0.8150  0.137
H  0.5986  -4.1089  -1.2229  0.111
H  0.4879  -6.6798  -1.9866  0.139
H  -0.9458  -5.9857  -1.1933  0.134
O  4.2353  7.5295  0.9521  -0.229
S  4.1743  6.1942  1.4541  0.631
O  4.5316  5.0618  0.6708  -0.227
O  2.7083  5.9589  2.0682  -0.181
C  2.8118  5.5952  3.4491  -0.152
C  4.0842  6.2559  3.9350  -0.165
O  4.9980  6.1358  2.8358  -0.180
H  2.8801  4.5064  3.5094  0.135
H  1.9355  5.9328  3.9989  0.141
H  4.4881  5.7801  4.8278  0.094
H  3.9285  7.3199  4.1307  0.141
O  8.0437  9.9212  -3.4367  -0.221
S  8.2669  8.7027  -2.7416  0.618
O  9.1865  7.7207  -3.1961  -0.223
O  6.8379  7.9985  -2.4878  -0.187
C  6.6381  7.8042  -1.0832  -0.175
C  7.4243  8.9124  -0.4139  -0.164
O  8.6110  9.0468  -1.2022  -0.190
H  7.0350  6.8211  -0.8157  0.136
H  5.5806  7.8449  -0.8389  0.104
H  7.6727  8.6808  0.6197  0.137
H  6.8826  9.8609  -0.4528  0.136
O  -7.0612  0.9437  -1.7767  -0.210
S  -7.0914  -0.3689  -1.2320  0.647
O  -6.7900  -1.5253  -2.0051  -0.245
O  -8.5146  -0.5836  -0.5067  -0.279
C  -8.3065  -0.9065  0.8683  -0.160
C  -6.9965  -0.2384  1.2433  -0.169
O  -6.1666  -0.3934  0.0935  -0.190
H  -8.2352  -1.9945  0.9553  0.137
H  -9.1393  -0.5491  1.4719  0.139
H  -6.5312  -0.6920  2.1164  0.136
H  -7.1348  0.8315  1.4203  0.134
O  -12.0478  -0.8254  -2.5956  -0.207
S  -11.3211  -1.8050  -1.8688  0.669
O  -9.9727  -1.6037  -1.4429  -0.216
O  -11.4164  -3.2051  -2.6745  -0.183
C  -11.9994  -4.2057  -1.8382  -0.173
C  -12.9076  -3.4488  -0.8883  -0.173
O  -12.1992  -2.2448  -0.5840  -0.188
H  -11.1942  -4.7107  -1.2984  0.133
H  -12.5439  -4.9328  -2.4383  0.135
H  -13.1198  -4.0091  0.0201  0.135
H  -13.8478  -3.1747  -1.3738  0.134
O  -2.7166  -3.1858  -6.6921  -0.231
S  -1.5296  -3.5809  -7.3642  0.656
O  -0.4458  -4.2068  -6.6943  -0.205
O  -0.9667  -2.3104  -8.1899  -0.183
C  -0.8755  -2.6375  -9.5778  -0.172
C  -1.9516  -3.6807  -9.8125  -0.175
O  -1.9352  -4.4948  -8.6387  -0.190
H  0.1200  -3.0471  -9.7670  0.133
H  -1.0224  -1.7479  -10.1878  0.135
H  -1.7614  -4.2821  -10.6993  0.134
H  -2.9397  -3.2196  -9.8914  0.133
O  7.2111  6.8851  8.0158  -0.204
S  6.5287  5.8319  7.3561  0.638
O  5.3668  6.0515  6.5627  -0.237
O  6.2067  4.6816  8.4380  -0.182
C  6.7991  3.4469  8.0225  -0.163
C  8.0120  3.8469  7.2061  -0.165
O  7.5938  5.0031  6.4739  -0.184
H  6.0709  2.9076  7.4120  0.135
H  7.0640  2.8418  8.8874  0.138
H  8.3360  3.0593  6.5290  0.138
H  8.8457  4.1375  7.8502  0.135
O  4.6225  -3.7984  5.5022  -0.226
S  3.6438  -4.4924  6.2645  0.617
O  3.2602  -4.0818  7.5689  -0.225
O  4.0571  -6.0521  6.3116  -0.191
C  3.0000  -6.8478  5.7668  -0.162
C  2.3060  -5.9498  4.7626  -0.181
O  2.3140  -4.6503  5.3680  -0.183
H  2.3274  -7.1251  6.5825  0.133
H  3.3998  -7.7492  5.3061  0.137
H  1.2892  -6.2690  4.5517  0.126
H  2.8675  -5.8920  3.8306  0.117

=====

Ordered max |F| results: 0.016, 0.021, 0.122; unit hartree/bohr.